Formula: C20H18F6O5SbTeV
Source: the OMol25 dataset
Level of theory: the ωB97M-V functional and the def2-TZVPD basis

## Properties
energy relative to the best compared isomer or geometry (same formula, charge and spin)	4.1	kcal per mole
2S+1	2
total charge	+3
HOMO-LUMO gap (alpha / beta)	5.92 / 4.56	eV
LUMO energy (alpha / beta)	-12.077 / -13.434	eV

Each line ends with the Mulliken charge.
Atoms and positions in Å:
H: -3.270 -4.223 -0.235  0.480
C: -3.546 -4.449 1.870  -0.499
C: -1.545 -3.553 0.888  -0.100
C: 1.920 -3.974 0.987  0.748
H: -3.525 -4.490 4.038  0.468
H: 1.276 -2.887 -0.784  0.299
C: -1.351 1.608 0.227  0.239
O: -0.375 0.070 1.815  -0.252
C: 2.338 -4.682 -1.253  -0.836
C: 3.162 -5.978 0.612  -0.649
H: 3.445 -6.508 -1.443  0.449
Sb: 4.308 0.039 2.296  2.515
F: 2.045 0.268 2.752  -0.492
F: 3.851 1.595 1.412  -0.477
H: -0.982 -3.317 -0.008  0.391
C: -0.062 0.205 -1.555  -0.185
Te: 1.084 -2.708 2.407  0.773
H: -2.355 1.992 0.047  0.699
C: -2.956 -4.239 3.150  -0.540
H: -0.011 4.618 1.306  0.395
H: 1.214 4.508 -0.692  0.375
C: 0.713 2.412 -0.754  -0.188
O: 0.878 2.069 0.666  -0.458
H: -4.532 -4.890 1.814  0.490
H: 1.625 2.174 -1.296  0.708
F: 5.824 -0.396 1.387  -0.441
O: -2.187 -0.668 0.649  -0.377
H: -1.101 1.957 -1.964  0.781
H: -1.514 4.319 0.440  0.397
F: 3.902 -1.622 3.033  -0.520
C: -1.635 -3.691 3.289  -0.397
C: 2.618 -5.063 1.504  -0.780
C: 0.327 3.881 -0.729  -0.931
F: 4.614 0.819 3.918  -0.443
V: 1.181 -0.227 1.208  1.392
O: -0.131 -0.456 -2.500  -0.330
H: -1.238 -3.566 4.290  0.477
F: 3.052 -0.755 0.840  -0.828
H: 2.256 -4.530 -2.321  0.466
H: 3.707 -6.832 0.989  0.439
H: 2.748 -5.211 2.569  0.485
C: -1.482 0.244 0.852  -0.207
C: 3.018 -5.790 -0.756  -0.544
C: -2.849 -4.087 0.752  -0.597
C: -0.531 1.554 -1.130  0.081
C: -0.455 2.533 1.080  -0.188
C: -0.937 -3.347 2.173  0.700
H: -0.564 2.416 2.154  0.762
H: -0.241 4.152 -1.617  0.396
C: -0.494 3.968 0.582  -1.028
O: 0.769 -0.361 -0.392  -0.092
C: 1.780 -3.758 -0.385  -0.025